ORCA calculation (the ωB97M-V functional and the def2-TZVPD basis) on an isolated ion of composition C2H3N2O2 and charge -1 in a non-equilibrium geometry.

XYZ file:
```
9
Properties=species:S:1:pos:R:3:forces:R:3
C -0.2819 1.0916 0.2599 0.9 0.5 0.4
C -0.4001 -0.3621 0.0122 -0.3 1.9 -0.9
N -1.3261 1.7611 0.1340 -3.6 0.3 -0.7
N -1.8639 -0.6325 -0.3622 1.8 -0.8 -2.2
O -2.4306 -1.4087 0.4265 -0.9 -0.7 1.7
O -2.4765 0.9089 -0.3069 3.2 1.9 1.4
H 0.5988 1.6645 0.6988 -0.9 -1.0 -0.7
H 0.2761 -0.6235 -0.7765 0.0 -0.4 -1.0
H 0.0560 -0.7619 0.8595 -0.1 -1.8 2.0
```
Positions in Å, forces in eV/Å.

As for the HOMO energy: -1.84 eV. As for the frontier orbital gap: 6.210 eV. Its total charge is -1. The SMILES is [O-]N1CC=NO1. The energy relative to the best compared isomer or geometry (same formula, charge and spin) is 108.72 kcal/mol.